(1)
{"formula": "C11H18", "method": "the ωB97M-V functional and the def2-TZVPD basis", "e_tot_ev": -11697.397, "e_above_lowest_kcal_mol": 43.4, "gap_ev": 10.0, "homo_ev": -9.05, "molar_mass_g_mol": 150.27, "total_charge": 0, "species": ["H", "H", "C", "H", "H", "H", "H", "H", "C", "H", "H", "H", "H", "H", "C", "C", "C", "H", "H", "H", "C", "C", "H", "C", "H", "H", "C", "C", "C"], "coordinates": [[1.61562, 2.65309, 3.27280], [-2.23607, -2.14413, 0.09896], [0.71640, -0.96784, -2.00191], [2.70807, -0.94381, -3.01243], [-2.61496, -0.32677, -1.49084], [0.01302, 2.00455, 4.37863], [-1.56745, 1.67816, 3.55841], [-1.76886, 2.85310, 1.58923], [-1.43270, -1.85920, -0.62388], [-1.13479, 1.64925, 0.50134], [-0.36513, -3.70728, -0.26966], [-0.58481, 0.45044, 4.18598], [2.27432, 1.42769, 2.25466], [-0.62121, 0.76410, -2.46409], [-0.49700, 1.38562, 3.63154], [0.68351, -2.28401, -1.52949], [0.04840, 1.49603, 2.17528], [1.49746, 0.11014, -3.58290], [1.57442, -2.93507, -1.62117], [-0.46865, 3.25925, 0.75471], [-0.83482, 2.35218, 1.28078], [1.44351, 2.12778, 2.32904], [2.39120, 0.51211, -2.12615], [-0.45840, -0.24075, -2.03115], [0.18389, 0.48113, 1.74907], [1.63412, 2.87303, 1.53370], [1.87746, -0.29179, -2.64958], [-1.62759, -0.73005, -1.34845], [-0.37700, -2.75103, -0.77359]], "nbo_charge": [0.201, 0.203, -0.053, 0.214, 0.220, 0.203, 0.205, 0.215, -0.214, 0.221, 0.222, 0.214, 0.208, 0.214, -0.613, -0.198, -0.245, 0.218, 0.211, 0.213, -0.640, -0.598, 0.225, -0.196, 0.214, 0.202, -0.631, -0.219, -0.217]}

***

(2)
{"formula": "C2H4ClPS2", "method": "the ωB97M-V functional and the def2-TZVPD basis", "e_tot_ev": -45618.702, "e_above_lowest_kcal_mol": 59.7, "gap_ev": [8.1, 8.1], "homo_ev": [-8.62, -8.62], "molar_mass_g_mol": 158.62, "total_charge": 0, "species": ["Cl", "H", "C", "C", "P", "H", "S", "S", "H", "H"], "coordinates": [[-2.62598, 0.16635, 0.63180], [1.07164, -1.04933, 1.64365], [0.77975, 0.88635, -0.75219], [0.24978, -0.47983, 1.23490], [-1.11537, -1.37944, 0.55318], [1.60189, 0.27093, -0.90091], [-0.48528, 0.62845, -1.88357], [-0.62756, -1.28593, -1.76073], [0.16898, 0.35354, 1.88561], [0.98216, 1.88890, -0.65173]], "nbo_charge": [-0.335, 0.228, -0.532, -0.859, 0.749, 0.204, 0.315, -0.210, 0.239, 0.200]}

***

(3)
{"formula": "C20H69N8O2", "method": "the ωB97M-V functional and the def2-TZVPD basis", "e_tot_ev": -37849.029, "gap_ev": 6.5, "homo_ev": -15.24, "molar_mass_g_mol": 453.83, "total_charge": 3, "species": ["H", "H", "H", "H", "C", "C", "H", "C", "C", "C", "H", "H", "H", "H", "H", "H", "H", "N", "H", "H", "H", "C", "H", "N", "H", "H", "H", "H", "H", "C", "C", "H", "H", "H", "O", "H", "H", "H", "H", "O", "H", "H", "H", "H", "N", "H", "H", "C", "N", "H", "H", "H", "C", "H", "H", "H", "H", "H", "N", "H", "H", "H", "C", "H", "H", "H", "N", "C", "C", "H", "N", "H", "H", "H", "H", "H", "H", "H", "H", "H", "C", "C", "C", "H", "H", "C", "H", "C", "H", "H", "H", "C", "C", "H", "H", "H", "H", "H", "N"], "coordinates": [[0.99709, 0.96307, 2.19410], [-1.38300, -3.51814, 2.85922], [1.18446, 4.20972, -1.21897], [-3.29351, -6.45748, -2.19757], [4.43512, -1.78701, -0.35655], [-2.27288, -3.09692, -4.13854], [3.04148, -0.51483, 3.06818], [-0.43811, -0.22209, -1.00546], [4.65559, 0.51076, 1.87437], [2.93430, 3.21080, 4.08161], [-2.21980, -5.18138, -3.85571], [0.07025, -1.48603, 0.67559], [2.99979, -1.41034, 1.04507], [4.65665, 2.23095, 0.01193], [-2.63657, -2.38387, 3.05147], [-3.55707, -4.40346, 0.09771], [3.72611, 2.28064, -2.24924], [-2.72887, 0.98746, 1.27241], [5.66560, 0.13121, 1.66860], [-3.29947, -6.10957, 0.27710], [0.18029, -2.17576, -0.82213], [-3.79538, -5.59197, -1.74875], [3.62339, 5.02474, 3.16381], [-4.11334, -2.10276, -1.33650], [-1.16853, 3.21210, -2.70444], [-2.05671, -5.21665, -0.48208], [-1.65896, -2.22172, 1.71861], [4.63259, -0.13617, 3.91369], [2.04703, 3.46311, 4.67110], [4.44539, 1.25985, -0.45523], [4.12402, -0.38581, 2.98491], [0.29537, 3.78627, 0.18843], [5.44362, 0.92098, -0.76039], [-3.97069, -1.47078, -2.11930], [-1.73461, -2.19927, 0.11975], [4.99875, -1.43175, -1.22059], [0.39099, 5.51632, -0.20799], [-1.21326, -2.84614, -4.23644], [-2.54122, 2.33847, -2.74049], [-0.64548, 1.06504, -0.47428], [-2.63875, -3.28332, -5.14350], [-6.34034, -3.39279, -3.08289], [-4.41961, -3.06223, -1.69081], [0.57034, -0.31401, -1.45069], [-1.95146, 2.90509, -2.12524], [0.67847, 1.39458, 0.59418], [4.71580, 1.56152, 2.15963], [-2.42828, -4.30675, -3.22611], [-1.67434, -2.54667, 2.75859], [-1.63274, 2.27971, -1.32711], [1.23944, 2.58536, 1.73230], [3.68188, 3.52234, 4.81708], [-3.14363, -5.27626, -0.41297], [-0.06177, 4.88336, 2.44754], [2.29135, 1.34760, 1.14811], [-0.94342, -0.30735, -1.99228], [2.44277, -0.84994, -0.38156], [-1.81640, 0.81846, 0.72306], [3.86700, 0.46493, 0.63545], [-6.48606, -5.06964, -2.50904], [-4.83370, -5.84076, -1.52689], [-3.20858, -2.13590, -0.77814], [2.19480, 4.61883, 0.65270], [-2.53381, 3.66434, -1.77248], [0.93221, 4.88777, 3.72320], [4.43398, -1.41526, 2.77381], [1.29731, 1.56573, 1.43695], [3.12987, 4.09726, 2.85810], [3.37326, -0.82014, 0.19468], [-2.89845, 1.99158, 1.33700], [1.91178, 4.25048, 2.05024], [3.54367, 0.54551, -2.29116], [-2.79737, 0.61326, 2.21993], [2.97040, 2.13966, 3.89469], [2.46343, 1.49758, -1.28851], [0.78689, 7.28384, 3.31908], [3.85816, 3.62159, 2.19234], [-4.72850, -5.79343, -4.13844], [2.68352, 5.59961, 0.66923], [-1.07732, -1.96032, 3.33971], [0.96280, 5.20423, 2.67402], [-4.79454, -4.75232, -3.81106], [0.93768, 4.57679, -0.22334], [-4.80604, -1.70343, -0.70360], [1.06519, 7.13294, 1.62685], [1.30633, 6.66620, 2.58881], [-6.88540, -4.74330, -4.16712], [-6.22094, -4.43989, -3.35980], [-4.52795, -4.03916, -4.58688], [-3.49136, 0.51743, 0.78326], [2.93730, 3.95147, 0.20462], [3.50087, 1.41329, -1.63031], [-0.54640, -1.56583, -0.25871], [2.37670, 6.85786, 2.67949], [5.22131, -1.88926, 0.39813], [3.98437, -2.76068, -0.53302], [-1.76926, -4.29188, -2.36417], [-2.70620, -2.17633, -3.73157], [-3.81665, -4.48486, -2.73234]], "mulliken_charge": [0.589, 0.362, 0.443, 0.370, -1.568, -1.345, 0.229, -0.391, -0.589, -1.197, 0.325, -0.003, 0.305, 0.543, 0.390, 0.124, 0.455, -0.242, 0.529, 0.479, 0.446, -0.617, 0.466, -0.087, 0.388, 0.385, -0.055, 0.402, 0.389, -0.960, -1.432, -0.066, 0.450, 0.384, -0.756, 0.309, 0.375, 0.389, 0.389, -0.675, 0.475, 0.264, 0.107, 0.263, -0.281, 0.021, 0.419, -0.579, -0.321, -0.018, 0.158, 0.441, -1.236, 0.373, -0.171, 0.200, 0.010, -0.007, 0.356, 0.315, 0.402, -0.067, -0.460, 0.417, 0.440, 0.415, 0.772, -0.495, -0.172, 0.387, -0.167, 0.306, 0.352, 0.107, -0.098, 0.415, 0.256, 0.324, 0.719, 0.373, -0.697, -0.368, -1.024, 0.478, 0.280, -1.278, 0.416, -1.227, 0.258, 0.332, 0.056, -0.874, -0.279, 0.303, 0.311, 0.446, 0.444, 0.120, 0.361]}

***

(4)
{"formula": "C3H4BrNO3", "method": "the ωB97M-V functional and the def2-TZVPD basis", "e_tot_ev": -80845.191, "e_above_lowest_kcal_mol": 125.6, "gap_ev": [9.2, 9.2], "homo_ev": [-8.72, -8.72], "molar_mass_g_mol": 181.97, "total_charge": 0, "species": ["O", "C", "O", "C", "N", "C", "O", "Br", "H", "H", "H", "H"], "coordinates": [[0.60029, 0.22589, 1.61257], [1.26942, -0.47242, 0.90248], [-0.41678, 2.23661, -0.60675], [-0.97179, -0.01101, -0.97184], [-1.05874, 1.22089, -0.39898], [1.89825, -1.23059, -0.00358], [-1.74818, 1.13513, 0.80466], [-2.05529, -1.45472, -0.51932], [-0.25952, -0.02065, -1.75664], [1.26914, -2.13511, -0.12922], [2.92804, -1.16498, -0.46333], [-1.45483, 1.67096, 1.52994]], "nbo_charge": [-0.489, 0.727, -0.442, -0.221, 0.374, -0.794, -0.578, 0.128, 0.233, 0.270, 0.285, 0.506]}

***

(5)
{"formula": "C28H25N4O4RuS", "method": "the ωB97M-V functional and the def2-TZVPD basis", "e_tot_ev": -57011.108, "e_above_lowest_kcal_mol": 31.4, "gap_ev": [8.0, 7.4], "homo_ev": [-8.33, -8.22], "s2": 0.75, "molar_mass_g_mol": 614.67, "multiplicity": 2, "total_charge": 0, "species": ["C", "H", "C", "H", "C", "C", "O", "H", "C", "H", "N", "H", "C", "H", "Ru", "S", "C", "H", "C", "N", "H", "C", "H", "C", "N", "H", "C", "O", "C", "H", "H", "H", "C", "H", "C", "O", "H", "C", "C", "C", "C", "N", "C", "C", "C", "H", "C", "H", "H", "H", "C", "C", "C", "H", "H", "C", "H", "C", "O", "C", "H", "H", "H"], "coordinates": [[3.92712, -3.49761, 0.00349], [6.46894, -1.24215, -0.37222], [5.22930, -2.97761, -0.14506], [5.43640, -5.25626, 1.47930], [-4.31607, -2.71557, -0.08155], [0.69454, -2.00595, 2.67166], [0.94862, -3.01371, 3.30154], [4.01156, -5.35598, -2.02605], [3.75117, -5.01096, 0.10754], [-0.60646, 5.10616, -0.03616], [0.59231, 0.40678, 2.55544], [1.34942, 1.08091, 2.57971], [2.85422, -2.62674, 0.05018], [1.80248, -4.99355, -0.81047], [0.05990, -0.07201, 0.51772], [4.35749, 0.95649, -0.34042], [-1.94853, -2.86084, -0.59926], [1.84526, -2.97267, 0.22248], [1.44572, 4.49994, -0.21267], [-1.81282, -1.50609, -0.43715], [4.28119, -6.59468, 1.48440], [2.27669, -5.40081, 0.08308], [1.74240, -5.03773, 0.96430], [-2.67166, 0.60684, 0.25901], [2.10339, -0.23821, -0.04854], [3.86710, -5.06456, 2.27669], [-3.27404, -4.91361, -0.50253], [-1.70364, 0.66193, 1.14578], [-0.42530, 2.98293, 0.07090], [-0.26934, 0.80831, 2.91882], [1.06942, -0.71950, 4.23977], [6.07784, -3.64900, -0.15352], [4.36589, -0.77224, -0.23611], [-1.48885, 2.85409, 0.20478], [2.31228, 3.42880, -0.25333], [-3.35724, 1.52708, -0.11734], [-2.24734, -6.71855, -0.95067], [1.80513, 2.13533, -0.13055], [4.44005, -5.69764, -1.08118], [3.07039, -1.25425, -0.07454], [2.64814, 0.94428, -0.15568], [0.98817, -0.75499, 3.23705], [4.37580, -5.50818, 1.41870], [-0.94845, -4.99308, -1.09286], [5.46350, -1.62850, -0.26557], [1.82537, 5.51048, -0.28922], [-4.18359, -1.36636, -0.01222], [2.18402, -6.48854, 0.05377], [3.37942, 3.58511, -0.37475], [-5.26712, -3.19631, 0.11594], [0.07931, 4.26757, -0.06523], [0.43175, 1.87640, 0.03670], [-0.83056, -3.64020, -0.97116], [-5.00758, -0.70475, 0.21483], [-4.22895, -5.39191, -0.32013], [-2.17927, -5.64374, -0.84707], [4.30318, -6.77850, -1.01066], [-2.89616, -0.81562, -0.17292], [0.19247, -1.90669, 1.49363], [-3.18783, -3.50404, -0.39091], [5.51245, -5.50073, -1.10541], [-0.09367, -5.59108, -1.37409], [0.10763, -3.13132, -1.15048]], "mulliken_spin": [0.002, 0.000, 0.000, 0.000, 0.003, -0.008, 0.012, 0.000, -0.001, 0.000, -0.016, -0.001, 0.000, 0.000, 0.936, -0.002, -0.015, 0.001, 0.006, 0.014, 0.000, 0.000, 0.000, -0.012, 0.008, 0.000, 0.001, 0.031, 0.000, 0.000, -0.001, 0.000, 0.001, -0.003, 0.000, 0.007, 0.000, 0.012, 0.000, 0.011, -0.022, 0.001, 0.000, 0.003, 0.000, 0.000, 0.002, 0.000, 0.000, 0.000, -0.002, -0.018, -0.001, 0.000, 0.000, -0.001, 0.000, 0.007, 0.044, -0.001, 0.000, 0.000, 0.003]}

***

(6)
{"formula": "C3H4NO2", "method": "the ωB97M-V functional and the def2-TZVPD basis", "e_tot_ev": -8748.276, "e_above_lowest_kcal_mol": 108.7, "gap_ev": 8.3, "homo_ev": -14.90, "molar_mass_g_mol": 86.07, "total_charge": 1, "species": ["O", "C", "H", "H", "C", "O", "C", "H", "N", "H"], "coordinates": [[-2.36727, 0.70782, 0.58006], [1.10784, -0.14391, 0.99090], [-0.08823, 1.22446, -1.32430], [-0.43665, -0.36060, -1.77626], [-0.40269, 0.29430, -0.84759], [0.47542, -1.82358, -0.36133], [-1.54759, 0.57832, -0.14789], [0.99919, 0.87770, 1.13127], [0.58248, -0.71310, 0.01062], [1.67750, -0.64142, 1.74452]], "nbo_charge": [-0.197, -0.166, 0.337, 0.374, -0.616, -0.331, 0.919, 0.205, 0.221, 0.254]}